# 1
This record from OMol25 describes the ion C23H20BF3NO5 with charge +1 in a non-equilibrium geometry. The level of theory is ωB97M-V/def2-TZVPD.

The relative energy (zero: lowest compared OMol25 entry of this formula, charge and spin) comes out at 0.000 eV. As for the net charge: +1. Its largest force on an atom is 3.53 eV Å⁻¹. The HOMO energy is -0.4271 Ha. The value obtained for the energy is -44727.414 eV. The calculation puts the HOMO-LUMO gap at 6.412 eV. Its LUMO energy is -5.21 eV.

Element x y z (Å)
1 C -0.746240 0.220077 4.196072
2 C -0.816497 0.632878 2.810630
3 C -1.355856 1.759038 2.202732
4 C -1.169675 1.624594 0.844043
5 C -0.536503 0.311003 0.568088
6 B 1.189451 0.518450 0.018502
7 N 2.187809 1.508146 0.759206
8 C 1.697838 2.791520 1.313390
9 C 2.889124 0.684853 1.804590
10 C 2.700570 -0.729179 1.320150
11 O 3.249938 -1.720368 1.751343
12 O 1.838534 -0.756278 0.251408
13 C 3.177488 1.828423 -0.363736
14 C 2.411672 1.650891 -1.642495
15 O 2.706166 2.041496 -2.750044
16 O 1.258431 0.931248 -1.394645
17 O -0.287293 -0.201754 1.906787
18 H -1.382532 0.868676 4.805987
19 H -1.093422 -0.816475 4.303143
20 H 0.280604 0.291578 4.580037
21 H -1.823266 2.586431 2.739378
22 H -1.478289 2.332533 0.075453
23 H 2.574358 3.435999 1.451483
24 H 0.979792 3.261147 0.633625
25 H 1.230622 2.620922 2.289922
26 H 3.955078 0.965687 1.845375
27 H 2.428828 0.821969 2.794670
28 H 3.543567 2.855721 -0.279832
29 H 4.042071 1.149443 -0.317581
30 F -1.840553 1.415795 -4.564448
31 C -2.440565 0.863825 -3.448731
32 C -3.817078 0.692313 -3.462440
33 C -4.366046 0.141541 -2.303700
34 F -5.738848 0.036899 -2.231957
35 C -3.599903 -0.295509 -1.226094
36 C -2.204998 -0.174814 -1.281541
37 C -1.341938 -0.718661 -0.152650
38 C -0.492812 -1.934092 -0.552599
39 C -0.392984 -3.042373 0.295654
40 C 0.348782 -4.167802 -0.066176
41 C 0.994807 -4.223175 -1.303668
42 C 0.938956 -3.092811 -2.107289
43 F 1.650153 -3.084083 -3.286225
44 C 0.196769 -1.962150 -1.767224
45 C -1.634395 0.473469 -2.370588
46 H -4.433629 0.984764 -4.311546
47 H -4.082284 -0.720955 -0.342443
48 H -2.079040 -1.087441 0.569349
49 H -0.876487 -2.988115 1.274091
50 H 0.426359 -5.007763 0.631741
51 H 1.538633 -5.110428 -1.626371
52 H 0.165607 -1.142255 -2.475721
53 H -0.570874 0.675148 -2.407104

Force components x, y, z for each atom (eV/Å):
C -0.216 0.025 1.137
C 0.788 -1.529 -1.837
C -0.276 0.884 -0.482
C -0.178 -1.016 0.270
C 2.044 2.701 0.996
B -0.799 -1.086 -1.473
N 1.041 0.745 0.492
C 0.082 0.299 0.400
C 0.115 0.461 -0.003
C 0.294 -2.602 -0.651
O -0.926 1.959 -0.478
O 0.842 0.525 1.382
C 0.082 0.061 0.284
C -1.011 -0.361 -2.484
O -0.237 -0.540 2.270
O 0.751 0.741 1.074
O -0.958 0.940 1.167
H 0.167 -0.123 -0.048
H 0.229 0.222 -0.066
H -0.164 -0.118 -0.094
H 0.201 -0.307 -0.263
H 0.068 -0.284 0.131
H -0.407 0.022 0.065
H 0.253 -0.083 0.050
H 0.051 0.055 -0.365
H -0.501 -0.220 0.193
H 0.136 -0.007 -0.386
H -0.080 -0.224 0.072
H -0.420 0.086 -0.127
F -0.668 -0.589 1.453
C 0.495 0.165 -0.566
C 0.075 -0.065 0.394
C -0.795 0.030 -0.062
F 1.545 0.020 -0.017
C -0.092 -0.134 0.115
C -0.187 0.606 -0.380
C -0.788 -1.474 -1.021
C -0.027 -0.565 -0.506
C -0.012 0.358 0.121
C -0.066 0.052 -0.023
C 0.013 0.190 0.196
C 0.189 0.123 -0.416
F -0.798 0.020 1.075
C 0.089 -0.509 -0.268
C -0.139 0.332 -0.791
H 0.186 -0.066 0.280
H 0.024 0.052 -0.412
H 0.191 0.060 0.221
H 0.075 -0.200 -0.274
H -0.080 0.301 -0.366
H -0.065 0.318 0.092
H 0.087 -0.242 0.128
H -0.224 -0.010 -0.197

# 2
This record from OMol25 describes a structure of composition C23H20BrCaClFN5 in a non-equilibrium geometry. The level of theory is ωB97M-V/def2-TZVPD.

The relative energy (zero: lowest compared OMol25 entry of this formula, charge and spin) comes out at 0.000 eV. Its largest force on an atom is 1.46 eV Å⁻¹. The HOMO energy is -0.2861 Ha. The value obtained for the energy is -135345.445 eV. The calculation puts the HOMO-LUMO gap at 7.642 eV. Its LUMO energy is -0.14 eV.

Element x y z (Å)
1 Ca -0.145999 0.120720 0.005839
2 N 0.266902 -3.104956 1.688540
3 N -0.689146 -2.550235 0.779138
4 H -0.134427 -3.885686 2.219038
5 H 0.504245 -2.372835 2.356425
6 H -1.600116 -2.402902 1.223847
7 H -0.813748 -3.208679 0.011298
8 N -5.707571 -0.267345 -5.360444
9 C -4.878742 -0.234459 -4.565862
10 C -3.861060 -0.192286 -3.593688
11 C -3.887184 -1.057603 -2.500125
12 C -2.879235 -0.996542 -1.555362
13 C -1.797195 -0.107222 -1.630461
14 C -1.817903 0.741245 -2.747831
15 C -2.811554 0.719237 -3.708462
16 H -4.700847 -1.765841 -2.405252
17 H -2.941515 -1.680093 -0.710841
18 H -1.016919 1.463653 -2.877876
19 H -2.789766 1.400094 -4.550855
20 F -0.626578 1.989697 6.225810
21 C -0.530683 1.585295 4.928775
22 C -1.435586 2.063234 4.003238
23 C -1.323190 1.634039 2.688134
24 C -0.327334 0.753933 2.243829
25 C 0.559120 0.317353 3.237695
26 C 0.470492 0.707669 4.567621
27 H -2.206316 2.754026 4.315321
28 H -2.061793 2.004813 1.975345
29 H 1.372923 -0.356132 2.967994
30 H 1.162307 0.348693 5.316634
31 Br 6.926378 -2.215764 -1.171342
32 C 5.174159 -1.596143 -0.765777
33 C 4.191046 -2.480615 -0.348405
34 C 2.931349 -1.966893 -0.073223
35 N 2.624642 -0.682554 -0.208827
36 C 3.581844 0.155340 -0.583938
37 C 4.877574 -0.245513 -0.870340
38 H 4.409222 -3.531806 -0.237879
39 H 2.136252 -2.601021 0.299165
40 H 3.306853 1.201875 -0.640737
41 H 5.633637 0.465586 -1.159612
42 Cl 3.148308 4.231244 -3.243714
43 C 1.842360 3.980012 -2.140143
44 C 1.245665 5.054935 -1.494470
45 C 0.181743 4.799822 -0.645924
46 C -0.218035 3.484287 -0.455657
47 N 0.376205 2.462315 -1.050504
48 C 1.367309 2.696643 -1.892438
49 H 1.598053 6.059385 -1.668907
50 H -0.320275 5.613272 -0.144868
51 H -1.055980 3.237356 0.182138
52 H 1.781641 1.845170 -2.419241

Force components x, y, z for each atom (eV/Å):
Ca 1.297 -0.612 -0.289
N -0.069 -0.232 0.375
N -0.201 0.299 -0.157
H 0.144 0.377 -0.174
H -0.084 -0.138 -0.110
H 0.245 -0.122 -0.154
H 0.022 0.249 0.176
N -0.175 -0.009 -0.169
C -0.610 -0.027 -0.568
C 0.809 0.055 0.774
C -0.184 -0.096 -0.077
C 0.089 0.004 0.004
C -0.600 -0.037 -0.454
C 0.040 -0.006 -0.020
C -0.119 0.014 -0.194
H -0.033 -0.008 -0.004
H -0.115 -0.072 -0.006
H -0.056 0.038 -0.090
H -0.008 -0.009 -0.027
F 0.018 -0.080 -0.245
C 0.011 0.004 0.013
C -0.097 0.137 0.215
C 0.044 -0.056 -0.025
C -0.114 0.125 0.463
C -0.119 0.051 -0.074
C 0.062 0.020 0.280
H -0.063 0.035 0.064
H -0.033 0.039 0.110
H 0.090 -0.003 0.079
H 0.052 0.001 0.084
Br -0.394 0.113 0.098
C 0.043 -0.013 0.024
C 0.194 0.112 -0.060
C 0.118 -0.341 0.017
N -0.758 0.332 0.099
C 0.343 0.151 -0.056
C 0.012 -0.132 0.009
H -0.082 -0.044 0.033
H 0.021 -0.175 -0.062
H 0.077 0.020 -0.046
H 0.018 0.106 -0.050
Cl -0.020 -0.072 0.025
C -0.216 -0.042 0.135
C 0.009 -0.231 -0.061
C 0.083 -0.105 -0.095
C -0.238 0.433 0.214
N -0.020 -0.533 0.225
C 0.449 0.345 -0.451
H 0.042 0.084 -0.025
H -0.072 -0.026 0.058
H 0.027 0.071 0.151
H 0.118 0.008 0.018

# 3
This record from OMol25 describes a structure of composition C23H20Cl25NO4 in a non-equilibrium geometry. The level of theory is ωB97M-V/def2-TZVPD.

Its largest force on an atom is 9.41 eV Å⁻¹. The HOMO energy is -0.3015 Ha. The value obtained for the energy is -346898.505 eV. The calculation puts the HOMO-LUMO gap at 7.439 eV. Its LUMO energy is -0.77 eV.

Element x y z (Å)
1 C 4.428292 2.298725 0.806227
2 C 3.548861 0.901443 0.833390
3 Cl 1.903865 1.050919 1.678302
4 C 3.458044 0.272108 -0.678825
5 C 2.057627 0.602778 -1.479174
6 C 0.884030 -0.307566 -1.593995
7 C 0.580476 -1.808186 -1.008251
8 C -0.546798 -1.877947 0.179912
9 C -1.813572 -0.854338 0.002124
10 N -2.750490 -1.225680 -1.125842
11 C -3.683828 -0.101588 -1.515198
12 C -4.127393 0.894106 -0.290750
13 C -5.067453 0.359033 0.943097
14 C -5.523149 1.410066 2.116308
15 C -5.031637 2.984694 2.005670
16 C -4.057522 3.560738 0.782467
17 C -3.606407 2.479566 -0.397721
18 O -2.762132 2.976162 -1.512214
19 C -0.097153 0.607972 -2.541098
20 O -0.957280 0.013346 -3.371021
21 O 0.233530 2.018826 -2.286743
22 C 1.734424 2.020729 -2.290339
23 O 2.561028 2.931759 -2.808945
24 H 4.858615 2.589026 1.881243
25 H 3.824143 3.209079 0.338752
26 H 5.378550 2.079299 0.135999
27 H 4.194694 0.131966 1.475393
28 H 4.334194 0.764752 -1.309015
29 H 3.620657 -0.907260 -0.661409
30 H 1.599917 -2.201948 -0.529343
31 H 0.308936 -2.510988 -1.934491
32 H -0.052194 -1.651766 1.240476
33 H -0.944290 -3.002841 0.198530
34 H -1.416751 0.247749 -0.040695
35 H -2.451411 -0.932425 1.005347
36 H -3.389524 -2.018678 -0.829444
37 H -3.314407 0.571609 -2.398124
38 H -4.686438 -0.622678 -1.900259
39 H -5.378481 -0.781658 0.925623
40 H -6.225785 0.995942 2.981615
41 H -5.398318 3.748682 2.843391
42 H -3.734708 4.702610 0.734289
43 H -3.219208 3.745488 -1.976829
44 C -0.725726 2.171639 -6.575680
45 Cl -1.542083 0.736562 -7.245454
46 Cl -1.376545 2.522495 -4.954560
47 Cl 1.024322 1.858698 -6.458203
48 Cl -1.008894 3.568899 -7.644460
49 C 7.374276 -0.072104 3.268090
50 Cl 6.671629 -1.130152 4.517612
51 Cl 6.712156 1.572906 3.441976
52 Cl 9.145057 -0.022854 3.458634
53 Cl 6.967957 -0.708253 1.654079
54 C 1.674254 -4.821197 1.700158
55 Cl 0.721179 -5.410437 0.314905
56 Cl 0.576100 -4.383404 3.033234
57 Cl 2.786874 -6.102297 2.243538
58 Cl 2.612667 -3.388405 1.208935
59 C -4.325722 5.658170 -4.248122
60 Cl -4.742413 7.077298 -5.241564
61 Cl -5.083681 4.203302 -4.943502
62 Cl -2.556342 5.450889 -4.221134
63 Cl -4.920766 5.901151 -2.586287
64 C 4.074253 -0.456098 8.099541
65 Cl 3.704797 -1.969313 8.964507
66 Cl 2.554576 0.328272 7.599496
67 Cl 4.980784 0.636970 9.175554
68 Cl 5.056665 -0.820448 6.658386
69 C -1.925758 -8.353161 0.030326
70 Cl -0.529529 -9.275303 0.642439
71 Cl -2.496225 -7.231992 1.292168
72 Cl -1.439576 -7.426683 -1.411778
73 Cl -3.237836 -9.478772 -0.401258

Force components x, y, z for each atom (eV/Å):
C 0.075 0.060 0.081
C 2.211 -0.294 -0.140
Cl 1.426 -0.049 -0.789
C -0.535 0.342 -1.105
C -2.024 -2.159 -0.032
C 2.451 3.924 -0.351
C 0.973 0.352 -0.499
C -0.433 -0.107 -0.066
C -0.093 -0.656 1.699
N -0.712 0.637 0.643
C -1.763 0.558 0.067
C -0.690 2.245 1.624
C 1.539 4.391 -0.336
C 2.267 0.857 -3.465
C 0.927 -2.050 -2.247
C -1.555 -4.433 0.117
C -2.331 0.065 2.939
O -2.568 -0.552 1.779
C -2.597 -4.803 -1.907
O 5.288 4.916 5.298
O 1.896 -1.761 -2.373
C 3.191 1.718 -0.716
O -6.180 -6.067 3.685
H -1.379 -0.667 -2.446
H 1.264 -2.064 1.017
H -1.991 0.466 1.315
H -1.648 1.672 -1.313
H -1.826 -1.153 1.334
H -0.515 2.615 -0.017
H -2.406 1.034 -1.464
H 0.439 1.708 2.079
H -0.964 -0.427 -2.394
H 0.839 2.470 0.009
H -0.888 -2.061 -0.288
H 1.612 0.384 -1.759
H 1.403 1.298 -0.208
H -0.281 -1.390 1.824
H 2.144 1.172 0.786
H 0.643 2.704 0.146
H 1.758 1.285 -2.032
H 0.950 -1.898 -2.072
H -0.768 -2.807 0.131
H 0.550 -1.389 1.153
C -0.132 -0.013 0.264
Cl 0.195 0.331 0.144
Cl 0.240 -0.084 -0.795
Cl -0.388 0.077 -0.007
Cl 0.067 -0.274 0.185
C 0.111 0.055 0.030
Cl 0.777 0.058 -1.123
Cl 0.252 -0.491 0.084
Cl -0.491 -0.021 -0.061
Cl 0.102 0.120 0.325
C -0.080 -0.108 0.044
Cl 0.289 0.114 0.356
Cl 0.284 -0.091 -0.356
Cl -0.284 0.337 -0.151
Cl 0.064 -0.464 0.469
C 0.054 0.045 -0.209
Cl 0.093 -0.350 0.265
Cl 0.223 0.354 0.215
Cl -0.563 0.207 0.097
Cl 0.131 -0.116 -0.280
C -0.098 -0.092 0.103
Cl 0.074 0.341 -0.174
Cl 0.392 -0.194 0.108
Cl -0.210 -0.267 -0.277
Cl -0.795 0.409 1.058
C -0.007 -0.045 0.065
Cl -0.336 0.253 -0.154
Cl 0.144 -0.257 -0.304
Cl -0.146 -0.220 0.274
Cl 0.339 0.298 0.097

# 4
This record from OMol25 describes a structure of composition C23H20Cl2InN7O4S2. The level of theory is ωB97M-V/def2-TZVPD.

The relative energy (zero: lowest compared OMol25 entry of this formula, charge and spin) comes out at 0.128 eV. Its largest force on an atom is 0.57 eV Å⁻¹. The HOMO energy is -0.3053 Ha. The value obtained for the energy is -94689.850 eV. The calculation puts the HOMO-LUMO gap at 7.811 eV. Its LUMO energy is -0.50 eV.

Element x y z (Å)
1 In -1.049992 -1.147398 -0.575365
2 C 2.328956 6.355770 2.096461
3 C 1.936506 5.061267 1.435946
4 C 2.498709 3.853707 1.849227
5 C 2.091067 2.653541 1.296565
6 C 1.112493 2.662376 0.309471
7 C 0.552715 3.849882 -0.135586
8 C 0.975058 5.043892 0.429925
9 S 0.552452 1.125446 -0.331208
10 O -0.512922 1.429788 -1.286220
11 O 1.666446 0.389093 -0.883869
12 N -0.043628 0.258394 0.871997
13 C -1.066902 0.948631 1.684885
14 C -2.469586 0.361934 1.563423
15 O -3.284020 0.585855 2.435559
16 O -2.710961 -0.353993 0.496056
17 H 3.338855 6.305577 2.504475
18 H 1.648841 6.577501 2.921971
19 H 2.279085 7.190083 1.395786
20 H 3.267415 3.858208 2.613582
21 H 2.522946 1.711439 1.613349
22 H -0.196758 3.825495 -0.915552
23 H 0.547651 5.978647 0.084319
24 H -1.177299 2.003974 1.420290
25 H -0.794368 0.906489 2.736332
26 N -3.625322 -2.758352 1.521317
27 C -2.409671 -3.175635 1.880516
28 N -2.332006 -3.901993 2.997716
29 C -1.128682 -4.354255 3.309930
30 N -0.991023 -5.032556 4.459133
31 N -0.016920 -4.199073 2.563217
32 C -0.188226 -3.486371 1.475094
33 N -1.331761 -2.911123 1.068763
34 C 1.005229 -3.370091 0.584137
35 C 2.117213 -4.169388 0.789540
36 C 3.160460 -4.087786 -0.118130
37 C 3.058899 -3.217345 -1.188643
38 C 1.920248 -2.441451 -1.311543
39 N 0.917628 -2.520600 -0.436448
40 H -4.328325 -2.877113 2.232301
41 H -3.677333 -1.899116 0.968723
42 H -1.794051 -5.181089 5.042128
43 H -0.091887 -5.396116 4.713358
44 H 2.137570 -4.836765 1.637190
45 H 4.039121 -4.706808 0.007230
46 H 3.846698 -3.132707 -1.924827
47 H 1.796281 -1.733199 -2.117607
48 Cl -3.463675 0.037546 -2.382630
49 C -2.296137 0.416207 -3.598067
50 C -2.438000 1.595902 -4.306743
51 C -1.502308 1.928747 -5.268605
52 C -0.426483 1.090848 -5.507483
53 C -0.284239 -0.072676 -4.770024
54 Cl 1.109329 -1.062936 -5.089019
55 C -1.213911 -0.450382 -3.792876
56 S -1.007558 -1.953683 -2.884416
57 H -3.278788 2.243308 -4.094798
58 H -1.606617 2.849018 -5.829688
59 H 0.311486 1.331434 -6.260566

Force components x, y, z for each atom (eV/Å):
In -0.036 -0.335 0.459
C 0.022 -0.016 -0.043
C -0.014 0.048 0.022
C 0.043 0.003 0.018
C -0.019 -0.001 -0.090
C -0.012 0.021 0.205
C 0.057 -0.024 0.013
C 0.012 0.019 -0.018
S 0.171 0.166 -0.221
O -0.005 0.003 -0.037
O 0.034 0.108 0.058
N -0.094 0.101 -0.191
C 0.115 -0.180 -0.253
C -0.001 -0.161 -0.039
O -0.052 -0.036 -0.093
O 0.015 -0.182 -0.093
H -0.028 -0.002 -0.021
H 0.012 0.006 -0.004
H 0.006 -0.031 0.021
H -0.036 -0.001 0.003
H -0.021 0.047 0.021
H -0.007 -0.001 0.040
H -0.001 -0.031 0.026
H 0.054 0.046 -0.004
H 0.070 -0.011 0.054
N 0.061 0.404 -0.161
C 0.232 -0.186 -0.190
N -0.004 0.070 -0.053
C 0.029 -0.081 0.102
N -0.026 0.000 -0.043
N -0.016 -0.009 0.019
C -0.088 0.057 -0.132
N -0.053 -0.005 0.277
C -0.054 0.053 -0.068
C 0.021 -0.007 0.037
C 0.001 -0.027 0.027
C 0.061 -0.019 -0.022
C -0.136 0.089 0.103
N -0.044 -0.046 0.037
H -0.012 -0.002 0.008
H 0.053 -0.121 0.043
H 0.008 0.008 -0.001
H 0.005 0.005 -0.001
H 0.008 0.000 -0.018
H 0.003 0.006 0.000
H -0.024 0.013 0.028
H -0.014 -0.010 -0.016
Cl -0.170 0.132 -0.095
C 0.157 -0.103 -0.037
C -0.093 0.003 0.044
C 0.032 0.035 -0.034
C 0.037 -0.024 -0.031
C -0.083 -0.005 0.078
Cl -0.050 0.018 0.013
C 0.009 0.015 -0.012
S -0.165 0.266 0.227
H 0.029 -0.039 -0.012
H 0.001 -0.049 0.010
H 0.001 0.005 0.040

Question: Which of these has the highest largest force on an atom?
Answer: C23H20Cl25NO4